A cluster of 5 separate species, C16H22Cl12FN4O5 in total at a distorted geometry, computed with wB97M-V/def2-TZVPD.

Structure (XYZ):
```
60
Properties=species:S:1:pos:R:3:lowdin_charge:R:1
C 5.147 -5.456 0.598 -0.104
C 4.940 -3.881 0.166 -0.246
O 3.871 -3.650 -0.818 -0.210
C 2.531 -3.878 -0.256 -0.196
C 1.909 -2.602 0.580 -0.062
C 0.756 -1.774 -0.283 -0.021
N -0.167 -2.282 -1.391 0.124
C -0.990 -1.068 -1.848 -0.144
N -1.898 -1.151 -2.863 0.054
C -2.747 -0.057 -3.455 -0.090
C -4.075 0.350 -2.580 -0.208
O -4.280 1.676 -2.382 -0.007
O -5.083 -0.576 -2.040 -0.034
C -4.987 -0.705 -0.571 -0.247
C -5.235 0.538 0.476 -0.016
O -4.715 -1.957 -0.108 -0.006
N -0.666 0.162 -1.052 -0.017
C -1.168 1.577 -1.029 -0.016
C -0.361 2.610 -0.047 -0.134
O 0.912 2.989 -0.179 0.048
F -1.146 3.214 1.094 -0.026
N 0.349 -0.311 -0.188 0.061
H 4.307 -6.132 0.101 0.087
H 6.224 -5.882 0.360 0.092
H 4.951 -5.520 1.771 0.087
H 4.824 -3.182 1.120 0.123
H 5.956 -3.527 -0.350 0.140
H 2.427 -4.855 0.390 0.136
H 1.805 -4.037 -1.190 0.139
H 1.380 -3.048 1.550 0.148
H 2.781 -1.922 0.970 0.098
H -2.022 -2.117 -3.296 0.194
H -2.084 0.899 -3.724 0.159
H -3.147 -0.446 -4.510 0.026
H -5.534 1.551 -0.079 0.103
H -6.071 0.311 1.295 0.123
H -4.184 0.738 1.005 0.102
H -1.163 2.074 -2.114 0.167
H -2.301 1.569 -0.678 0.137
H 0.883 0.190 0.554 0.147
C -0.254 5.807 3.727 -1.539
Cl 1.258 6.713 3.908 0.527
Cl -0.714 5.051 5.262 0.530
Cl -1.548 6.868 3.144 0.527
H -0.097 5.018 2.988 -0.001
C 2.656 3.180 6.089 -1.539
Cl 1.740 1.670 5.950 0.505
Cl 3.359 3.335 7.708 0.539
Cl 3.921 3.257 4.851 0.514
H 1.968 4.015 5.931 -0.030
C 5.114 2.041 1.409 -1.538
Cl 3.803 0.876 1.667 0.486
Cl 6.684 1.297 1.754 0.539
Cl 5.072 2.666 -0.249 0.533
H 4.971 2.878 2.096 -0.011
C -5.954 -1.105 -6.325 -1.488
Cl -4.442 -0.200 -6.144 0.600
Cl -6.414 -1.862 -4.790 0.559
Cl -7.248 -0.045 -6.908 0.554
H -5.797 -1.895 -7.064 0.026
```

Computed properties:
Multiplicity: 1
HOMO level, eV: -12.66
Total charge: +1



A cluster of 2 separate species, C4H5N2OP in total at a distorted geometry, computed with wB97M-V/def2-TZVPD.

Structure (XYZ):
```
13
Properties=species:S:1:pos:R:3:lowdin_charge:R:1
C 1.940 1.286 -0.459 -0.318
C 1.627 -1.602 -0.133 -0.321
C -1.697 -0.320 -0.403 -0.176
C -1.218 0.654 0.636 -0.132
N 2.166 1.944 -1.366 0.134
N 1.802 -2.515 -0.802 0.125
O 2.262 -0.045 1.958 -0.326
P 1.507 -0.008 0.690 0.744
H -2.731 -0.391 -0.232 0.054
H -1.571 0.122 -1.475 0.116
H -1.377 -1.265 -0.354 0.003
H -1.374 0.376 1.607 0.008
H -1.337 1.762 0.333 0.088
```

Computed properties:
Relative energy (zero: lowest compared OMol25 entry of this formula, charge and spin), kcal per mole: 0.00
Multiplicity: 3
HOMO level (spin up / spin down), eV: -7.99 / -12.55



The molecule C7H8BNO at a distorted geometry, computed with wB97M-V/def2-TZVPD.

Structure (XYZ):
```
18
Properties=species:S:1:pos:R:3:lowdin_charge:R:1
B -0.163 -0.284 -2.006 -0.104
C -0.522 -2.031 1.271 -0.082
C 0.045 -1.091 2.217 -0.033
C -0.785 -1.686 -0.047 -0.099
C 0.199 0.262 1.790 -0.058
C -0.364 -0.466 -0.551 -0.090
C 0.135 0.591 0.447 -0.105
C 0.352 2.066 -0.080 -0.426
N 1.065 2.365 -1.215 -0.059
O 0.038 -0.295 -3.256 0.289
H -0.805 -3.021 1.658 0.102
H 0.214 -1.177 3.233 0.069
H -1.207 -2.539 -0.639 0.130
H 0.483 1.022 2.615 0.142
H -0.731 2.239 -0.202 0.116
H 0.828 2.754 0.636 0.102
H 0.537 1.871 -1.948 -0.058
H 0.680 -0.579 -3.924 0.167
```

Computed properties:
Relative energy (zero: lowest compared OMol25 entry of this formula, charge and spin), kcal per mole: 101.17
Multiplicity: 1
HOMO level (spin up / spin down), eV: -6.78 / -5.61



A structure of composition C7H11N7O3PdS3, computed with wB97M-V/def2-TZVPD.

Structure (XYZ):
```
32
Properties=species:S:1:pos:R:3:lowdin_charge:R:1
Pd 1.177 2.736 -0.781 -0.220
N 0.455 0.001 1.269 0.036
N -0.943 0.130 1.206 -0.019
C -1.723 -0.920 0.885 -0.388
N -2.956 -0.632 0.467 0.211
N -1.180 -2.138 1.068 0.137
N -1.933 -3.228 0.858 -0.474
O -1.347 -4.302 0.942 -0.019
O -3.157 -3.190 0.625 -0.045
H 0.750 0.333 2.182 0.074
H 0.817 0.687 0.594 0.010
H -1.258 1.076 0.968 0.032
H -3.225 0.313 0.233 0.054
H -3.578 -1.406 0.302 0.079
S 0.195 1.689 -2.671 0.442
C -1.420 1.831 -2.065 -0.815
C -2.428 1.214 -2.890 -0.346
N -3.220 0.711 -3.561 0.109
C -1.844 2.459 -0.911 -0.811
S -0.861 3.294 0.288 0.417
C -3.224 2.361 -0.554 -0.378
N -4.341 2.288 -0.258 0.117
C 3.283 -1.816 0.564 -0.276
S 3.786 -0.182 1.118 0.787
C 3.397 0.692 -0.412 -0.309
O 5.281 -0.212 1.252 -0.604
H 2.197 -1.813 0.468 0.035
H 3.588 -2.520 1.336 0.042
H 3.779 -2.049 -0.379 0.053
H 2.538 0.226 -0.897 0.019
H 4.272 0.636 -1.058 0.054
H 3.122 1.731 -0.187 -0.005
```

Computed properties:
Relative energy (zero: lowest compared OMol25 entry of this formula, charge and spin), kcal per mole: 8.39
Multiplicity: 1
HOMO level, eV: -0.26
Total charge: -2



A structure of composition C38H64BBrCrFN8O4S3Si at a distorted geometry, computed with wB97M-V/def2-TZVPD.

Structure (XYZ):
```
122
Properties=species:S:1:pos:R:3:lowdin_charge:R:1
Cr -1.544 -0.428 -0.136 0.291
C -3.951 2.513 -1.447 -0.027
C -3.168 3.791 -1.148 -0.529
C -3.466 4.805 -2.250 -0.063
C -3.595 4.411 0.184 -0.040
N -1.684 3.515 -1.145 0.028
C -0.810 4.130 -2.030 -0.030
C 0.428 3.715 -1.725 -0.062
N 0.338 2.842 -0.667 0.066
B 1.657 2.315 -0.027 -0.573
N 1.380 1.957 1.455 0.003
C 1.527 2.949 2.397 -0.040
C 1.341 2.401 3.604 -0.030
N 1.040 1.058 3.407 0.026
C 1.028 0.801 2.056 -0.626
S 0.563 -0.622 1.191 0.738
C 0.876 0.117 4.558 -0.543
C 1.060 0.879 5.867 -0.057
C 1.942 -0.976 4.474 -0.027
C -0.527 -0.474 4.554 -0.023
N 2.468 1.180 -0.716 0.032
C 3.617 0.823 -0.022 -0.085
C 4.274 -0.099 -0.724 -0.056
N 3.561 -0.310 -1.902 0.001
C 2.423 0.482 -1.893 -0.673
S 1.235 0.572 -3.091 0.697
C 3.893 -1.431 -2.836 -0.540
C 3.943 -0.979 -4.295 -0.054
C 2.855 -2.538 -2.633 -0.077
C 5.280 -1.965 -2.483 -0.062
C -0.958 2.713 -0.318 -0.562
S -1.596 1.723 0.976 0.765
H -4.987 2.778 -1.673 0.093
H -3.954 1.831 -0.602 0.049
H -3.523 1.999 -2.310 0.092
H -4.535 5.013 -2.228 0.091
H -3.223 4.408 -3.239 0.091
H -2.935 5.747 -2.098 0.086
H -4.667 4.618 0.153 0.092
H -3.058 5.348 0.356 0.091
H -3.402 3.739 1.014 0.040
H -1.127 4.796 -2.810 0.111
H 1.375 3.963 -2.170 0.130
H 2.417 3.258 0.009 0.125
H 1.792 3.956 2.121 0.129
H 1.379 2.861 4.572 0.112
H 2.045 1.346 5.940 0.088
H 0.970 0.163 6.683 0.093
H 0.289 1.642 6.001 0.094
H 2.941 -0.541 4.561 0.094
H 1.873 -1.512 3.529 0.053
H 1.799 -1.686 5.292 0.093
H -1.276 0.309 4.414 0.101
H -0.718 -0.973 5.507 0.095
H -0.614 -1.192 3.755 0.042
H 3.863 1.256 0.934 0.123
H 5.192 -0.604 -0.488 0.105
H 2.982 -0.609 -4.633 0.021
H 4.237 -1.834 -4.911 0.087
H 4.685 -0.187 -4.422 0.092
H 1.872 -2.182 -2.948 -0.014
H 2.802 -2.811 -1.574 0.093
H 3.123 -3.425 -3.216 0.092
H 6.034 -1.176 -2.534 0.092
H 5.542 -2.733 -3.211 0.089
H 5.307 -2.425 -1.493 0.081
O -5.506 -3.351 2.942 0.136
C -4.342 -3.971 3.029 -0.502
O -4.208 -5.038 3.574 0.105
C -3.169 -3.285 2.419 -0.039
C -1.867 -3.748 2.450 0.026
N -1.119 -2.891 1.753 -0.003
N -1.851 -1.884 1.276 -0.132
C -3.094 -2.116 1.659 -0.140
C -4.086 -1.206 1.011 -0.541
O -5.263 -1.219 1.346 0.085
O -3.550 -0.519 0.071 -0.123
H -5.468 -2.520 2.395 0.071
H -1.459 -4.630 2.919 0.148
H -0.112 -2.833 1.671 0.084
F -1.242 0.459 -1.609 -0.476
C -2.188 -5.685 -1.488 -0.100
C -2.937 -4.588 -2.262 -0.616
C -3.920 -5.260 -3.240 -0.078
C -3.747 -3.782 -1.239 -0.092
Si -1.710 -3.490 -3.232 0.626
Br -0.509 -2.420 -1.494 0.714
C -2.466 -2.066 -4.240 -0.609
C -1.487 -0.889 -4.392 -0.135
C -3.734 -1.522 -3.564 -0.083
C -2.846 -2.590 -5.637 -0.086
C -0.279 -4.417 -4.094 -0.610
C 0.608 -3.424 -4.866 -0.098
C 0.640 -5.162 -3.109 -0.111
C -0.863 -5.447 -5.080 -0.082
H -2.894 -6.186 -0.816 0.090
H -1.376 -5.279 -0.878 0.063
H -1.776 -6.444 -2.156 0.069
H -4.600 -5.910 -2.678 0.093
H -3.408 -5.877 -3.984 0.065
H -4.532 -4.525 -3.773 0.070
H -4.320 -4.480 -0.616 0.100
H -4.457 -3.097 -1.697 0.072
H -3.099 -3.207 -0.581 0.035
H -1.195 -0.462 -3.435 -0.020
H -1.985 -0.101 -4.970 0.097
H -0.576 -1.159 -4.926 0.052
H -3.543 -1.167 -2.548 0.067
H -4.536 -2.263 -3.532 0.069
H -4.100 -0.670 -4.148 0.093
H -1.969 -2.880 -6.220 0.063
H -3.358 -1.793 -6.187 0.091
H -3.523 -3.451 -5.591 0.074
H 0.994 -2.630 -4.220 0.032
H 0.081 -2.963 -5.703 0.070
H 1.466 -3.968 -5.277 0.096
H 1.101 -4.485 -2.387 0.029
H 1.446 -5.635 -3.684 0.091
H 0.125 -5.949 -2.561 0.057
H -1.522 -4.990 -5.823 0.069
H -1.427 -6.229 -4.561 0.066
H -0.041 -5.934 -5.616 0.091
```

Computed properties:
Multiplicity: 2
HOMO level (spin up / spin down), eV: -6.78 / -6.78



A structure of composition C24H22Cl2N3O4PPdSe, computed with wB97M-V/def2-TZVPD.

Structure (XYZ):
```
58
Properties=species:S:1:pos:R:3:lowdin_charge:R:1
Pd 0.745 0.533 -0.783 0.778
Cl 0.300 4.211 2.651 0.713
C -0.683 4.291 1.231 -0.600
C -1.393 5.423 0.926 -0.096
C -2.167 5.453 -0.235 -0.047
C -2.235 4.355 -1.088 -0.087
C -1.530 3.216 -0.785 -0.558
Cl -1.593 1.849 -1.829 0.812
C -0.723 3.148 0.386 -0.428
N -0.026 2.060 0.663 0.171
H -1.340 6.279 1.583 0.111
H -2.723 6.348 -0.478 0.114
H -2.828 4.386 -1.992 0.114
O 2.473 1.551 -4.505 -0.458
Se 2.262 0.953 -3.019 0.787
O 3.412 -0.032 -2.405 -0.487
O 1.868 2.136 -1.864 -0.563
O 0.776 0.080 -2.892 -0.600
C 0.069 -1.761 1.875 -0.246
P -0.643 -1.176 0.309 0.944
C -0.884 -2.684 -0.662 -0.372
C -1.752 -3.698 -0.248 -0.092
C -1.872 -4.859 -0.992 -0.081
C -1.127 -5.015 -2.158 -0.080
C -0.272 -4.009 -2.578 -0.065
C -0.149 -2.839 -1.835 -0.087
C -2.315 -0.635 0.769 -0.384
C -3.323 -0.630 -0.195 -0.124
C -4.594 -0.176 0.119 -0.077
C -4.870 0.289 1.400 -0.084
C -3.872 0.299 2.362 -0.081
C -2.599 -0.162 2.048 -0.097
H -0.648 -2.382 2.414 0.053
H 0.379 -0.919 2.493 0.043
H 0.955 -2.350 1.645 0.036
H -2.342 -3.575 0.654 0.109
H -2.547 -5.642 -0.669 0.103
H -1.225 -5.922 -2.742 0.104
H 0.296 -4.120 -3.493 0.110
H 0.492 -2.039 -2.194 0.068
H -3.116 -0.989 -1.197 0.108
H -5.369 -0.183 -0.637 0.107
H -5.865 0.638 1.647 0.103
H -4.080 0.663 3.360 0.104
H -1.827 -0.139 2.807 0.097
N 6.526 -0.365 1.180 0.128
C 5.182 -0.246 0.947 -0.303
C 4.513 0.960 1.171 0.000
C 3.168 1.031 0.915 -0.131
N 2.438 -0.009 0.488 -0.066
C 3.092 -1.157 0.259 -0.156
C 4.429 -1.333 0.498 -0.005
H 7.067 0.479 1.248 0.100
H 7.006 -1.140 0.756 0.101
H 5.046 1.841 1.504 0.116
H 2.634 1.964 1.044 0.096
H 2.507 -1.967 -0.159 0.109
H 4.897 -2.284 0.281 0.118
```

Computed properties:
Relative energy (zero: lowest compared OMol25 entry of this formula, charge and spin), kcal per mole: 8.82
Multiplicity: 5
HOMO level (spin up / spin down), eV: -7.62 / -8.71



no.,energy (Eh)
1,-6839.5800
2,-681.3368
3,-426.2218
4,-2204.7139
5,-7452.9496
6,-5183.8503